ORCA calculation (wB97M-V/def2-TZVPD) on the molecule C4H3N.

## Properties
- total energy (eV) = -5683.9469
- relative energy (zero: lowest compared OMol25 entry of this formula, charge and spin) (eV) = 0.561
- Kohn-Sham gap (hartree) = 0.383
- HOMO (eV) = -10.221
- SMILES = C=C=CC#N

Geometry as XYZ:
```
8
C4H3N (wB97M-V/def2-TZVPD)
C -1.173 -0.233 -1.153
C -0.244 0.346 -0.457
C 0.435 0.609 0.638
C 1.585 -0.174 0.975
N 2.505 -0.826 1.236
H -1.514 -0.207 -2.184
H -1.649 -0.851 -0.403
H 0.055 1.336 1.348
```